DFT (ωB97M-V/def2-TZVPD) results for a structure of composition CH20BeO9 at a distorted geometry.

Computed properties:
Energy above the lowest of the compared OMol25 structures with the same formula, charge and spin, eV: 0.157
Orbital gap, eV: 10.2
Max |F|, eV/A: 1.3
Total energy, eV: -20174.7916
Net charge: +2

Last column: Mulliken charge in e.
Atoms and positions in Å:
Be 26.85214 -19.68725 -16.56864  1.222
O 24.94718 -19.31815 -18.19268  -0.465
H 24.72879 -19.59588 -19.09150  0.284
H 24.22663 -18.73443 -17.92597  0.268
O 26.21902 -17.85642 -15.43321  -0.453
H 25.41086 -17.39825 -15.16622  0.271
H 26.95111 -17.35260 -15.05417  0.277
O 25.74952 -21.73964 -17.20356  -0.395
H 24.88002 -21.82263 -17.60958  0.260
H 25.97479 -22.62265 -16.88686  0.269
O 26.64730 -20.77696 -14.05311  -0.522
H 26.11976 -20.34160 -13.37193  0.305
H 27.32661 -21.25629 -13.56333  0.268
O 27.73260 -17.62172 -17.95563  -0.419
H 27.83941 -17.55064 -18.91174  0.263
H 27.62761 -16.71251 -17.64679  0.263
O 24.23099 -19.99956 -15.53119  -0.493
H 23.39610 -19.99531 -16.01338  0.272
H 24.03768 -20.47536 -14.71473  0.269
O 28.93325 -18.73816 -15.48911  -0.505
H 29.31234 -18.56156 -14.61766  0.289
H 29.43120 -18.17849 -16.10112  0.290
O 28.35091 -21.36185 -16.27049  -0.388
H 28.55616 -21.94165 -15.52822  0.247
H 28.83453 -21.72307 -17.02418  0.257
C 29.42491 -20.17926 -18.78023  -0.802
O 27.98384 -20.34637 -18.86093  -0.419
H 29.71708 -19.46154 -19.54405  0.386
H 29.68959 -19.68548 -17.84191  0.225
H 30.02274 -21.09144 -18.77913  0.364
H 27.80532 -20.11310 -19.77731  0.312